# C16H24INO5PdSb2

C16H24INO5PdSb2 as an isolated structure (ωB97M-V/def2-TZVPD, the OMol25 dataset).

Last column: natural (NBO) charge in e.
Positions of all 50 atoms, in Å:
Pd: -1.1836 0.8756 -0.5554  0.316
C: 0.3538 -2.6675 -1.7286  -0.998
Sb: -0.4432 -1.5771 -0.0922  1.180
C: -2.0569 -2.8436 0.4746  -0.996
C: 0.9695 -2.1010 1.4444  -0.762
C: 2.3413 -1.5610 1.1703  -0.058
C: 3.2002 -2.3047 0.3600  -0.204
C: 4.4698 -1.8573 0.0375  -0.216
C: 4.9081 -0.6404 0.5377  -0.213
C: 4.0715 0.1017 1.3533  -0.198
C: 2.7868 -0.3319 1.6839  -0.030
C: 1.9401 0.5337 2.5635  -0.755
Sb: 0.5049 1.7682 1.4848  1.090
C: 0.7429 3.5793 2.5929  -0.972
C: 1.8556 2.3572 -0.0749  -1.001
H: 0.4034 -3.7318 -1.4994  0.227
H: 1.3496 -2.2969 -1.9647  0.240
H: -0.3059 -2.5029 -2.5787  0.252
H: -1.6876 -3.7024 1.0344  0.229
H: -2.5618 -3.1909 -0.4262  0.243
H: -2.7639 -2.2870 1.0867  0.240
H: 0.9842 -3.1918 1.4763  0.237
H: 0.5593 -1.7493 2.3907  0.236
H: 2.8601 -3.2623 -0.0189  0.207
H: 5.1131 -2.4579 -0.5921  0.215
H: 5.8982 -0.2726 0.3023  0.216
H: 4.4203 1.0478 1.7514  0.208
H: 2.5665 1.2460 3.1015  0.234
H: 1.3971 -0.0500 3.3068  0.229
H: 1.8110 3.7858 2.6569  0.218
H: 0.3134 3.5207 3.5905  0.233
H: 0.2365 4.3645 2.0356  0.259
H: 2.6159 3.0266 0.3297  0.223
H: 1.3012 2.8755 -0.8565  0.240
H: 2.3424 1.4840 -0.5074  0.234
O: -4.2293 1.1471 -0.0625  -0.587
C: -3.6088 1.4913 0.8819  0.956
O: -3.2880 1.6052 2.0025  -0.538
C: -2.1249 3.2237 -0.2332  0.678
O: -1.8526 4.0606 0.5769  -0.613
O: -2.0430 2.9754 -1.4441  -0.734
N: -3.5142 1.3536 -3.1929  -0.781
C: -3.2327 0.0877 -2.8751  0.678
O: -2.1579 -0.2577 -2.3803  -0.698
C: -4.3364 -0.9105 -3.1438  -0.629
I: -3.6180 -2.8433 -3.6221  0.124
H: -2.9401 2.0776 -2.7586  0.452
H: -4.4595 1.5988 -3.4325  0.394
H: -4.9846 -0.5934 -3.9551  0.236
H: -4.9240 -1.0020 -2.2315  0.262

## Properties
Multiplicity   3
Expectation value of S²   2.01
Total charge   0
LUMO (spin up / spin down)   0.160 / -0.538 eV